## one
Entry from the OMol25 dataset: an isolated molecule of C4H9NO3 (ωB97M-V with the def2-TZVPD basis set).

Each line ends with the Mulliken charge.
Positions of all 17 atoms, in Å:
C1 -0.4663 0.1049 -0.6774  0.20
C2 -1.2707 -0.9527 -0.0010  0.37
C3 1.0097 -0.0512 -0.3462  0.17
C4 1.4405 0.2392 1.0841  -1.28
H1 -0.5323 1.8316 0.5405  0.23
H2 -0.9767 2.0654 -1.2103  0.26
H3 -0.5883 -0.1601 -1.7364  0.36
H4 1.4932 0.5304 -1.1156  0.28
H5 0.7206 -2.0016 -0.3726  0.42
H6 1.1233 -0.5446 1.6958  0.35
H7 2.5381 0.1766 1.2050  0.32
H8 1.0695 1.1756 1.4963  0.35
H9 -2.5879 0.2901 -0.0733  0.37
N1 -0.9741 1.4052 -0.3616  -0.67
O1 -0.9045 -2.0802 0.1951  -0.62
O2 1.4052 -1.4582 -0.7269  -0.60
O3 -2.4994 -0.5705 0.4046  -0.50

**Orbital gap**: 0.3773 Eh
**2S+1**: 1
**Charge**: 0
**SMILES string**: C[C@@H](O)[C@H](N)C(=O)O


## two
Entry from the OMol25 dataset: a cluster of 2 separate species, C4H9NO3 in total (ωB97M-V with the def2-TZVPD basis set).

Each line ends with the Mulliken charge.
Positions of all 17 atoms, in Å:
C1 -3.0982 -0.2651 0.3005  0.72
C2 0.0765 1.6561 -0.1404  -1.28
C3 0.7117 -1.6442 -0.7810  -0.78
C4 0.2290 0.3258 0.6150  -0.22
N1 1.2889 -0.4122 -0.3049  -0.15
O1 -2.6943 -1.0181 -0.4703  -0.36
O2 -3.5407 0.5928 0.9189  -0.36
O3 1.1951 0.4908 1.7270  -0.55
H1 1.0153 2.3174 -0.1705  0.30
H2 -0.5940 2.3686 0.2505  0.44
H3 -0.5211 1.4377 -1.0413  0.30
H4 -0.1677 -1.5737 -1.4442  0.29
H5 1.3534 -2.4314 -1.3504  0.30
H6 0.4300 -2.1924 0.1287  0.33
H7 2.0165 -0.3801 0.3801  0.33
H8 1.6522 0.0813 -1.1092  0.34
H9 0.6472 0.6466 2.4915  0.33

**Orbital gap**: 0.2847 Eh
**2S+1**: 1
**Charge**: 0


## three
Entry from the OMol25 dataset: a cluster of 2 separate species, C4H9NO3 in total (ωB97M-V with the def2-TZVPD basis set).

Each line ends with the Mulliken charge.
Positions of all 17 atoms, in Å:
C1 -2.3387 -0.3362 0.2889  -1.06
C2 -1.3534 0.1939 -0.7018  0.87
O1 -0.5487 -0.8202 -1.2174  -0.43
O2 -1.3763 1.2931 -1.2274  -0.67
H1 -0.0121 -0.3870 -1.9129  0.38
H2 -2.7599 -1.2802 -0.0654  0.30
H3 -1.8472 -0.4914 1.2510  0.26
H4 -3.1632 0.3699 0.4085  0.32
N1 1.2745 1.8831 -0.2417  -0.57
C3 1.7175 -0.3709 0.2237  0.06
C4 1.7451 -1.4938 0.9381  -0.72
O3 0.8855 0.7650 0.5840  -0.21
H5 1.4290 2.6141 0.4521  0.25
H6 0.3826 2.1265 -0.6924  0.30
H7 2.4751 -0.1092 -0.5022  0.44
H8 0.9550 -1.7380 1.6382  0.21
H9 2.5352 -2.2185 0.7770  0.25

**Orbital gap**: 0.3683 Eh
**2S+1**: 1
**Charge**: 0
**SMILES string**: CC(=O)O.C=CON


We find one to be the most stable, with the next structure 2.112 eV higher.


## one
Entry from the OMol25 dataset: a cluster of 2 separate species, C4H9NO3 in total (ωB97M-V with the def2-TZVPD basis set).

Each line ends with the Mulliken charge.
Positions of all 17 atoms, in Å:
C1 0.1290 -0.3167 -1.7708  -1.33
C2 -1.0627 -1.6325 0.0579  -1.32
C3 0.1562 -0.8255 -0.3357  1.18
O1 1.2790 -1.1983 0.1200  -0.61
H1 0.2539 -1.1583 -2.4544  0.40
H2 0.9525 0.3848 -1.9250  0.33
H3 -0.8258 0.1706 -1.9842  0.34
H4 -1.0499 -1.7918 1.1388  0.35
H5 -1.0490 -2.6052 -0.4386  0.38
H6 -1.9763 -1.0995 -0.2195  0.36
C4 -0.1501 1.2984 0.8902  -0.14
O2 1.4309 0.9140 2.3620  -0.32
O3 -0.7170 2.1918 0.0417  -0.48
N1 1.1407 1.4686 1.1442  -0.36
H7 2.4003 0.8043 2.3390  0.36
H8 -0.0547 2.4207 -0.6292  0.40
H9 -0.8569 0.9746 1.6635  0.47

**Orbital gap (spin up / spin down)**: 0.3336 / 0.3336 Eh
**2S+1**: 1
**Charge**: 0
**SMILES string**: CC(C)=O.O/C=N/O


## two
Entry from the OMol25 dataset: a structure of composition C4H9NO3 (ωB97M-V with the def2-TZVPD basis set).

Each line ends with the Mulliken charge.
Positions of all 17 atoms, in Å:
C1 2.3163 0.7906 0.3137  -0.86
N1 1.1017 0.1307 -0.1727  -0.08
C2 0.3159 -0.6693 0.8609  0.04
O1 1.4177 -0.7095 -1.2670  -0.40
O2 0.2043 -1.8717 0.7344  -0.53
H1 1.1710 -1.6016 -0.9355  0.35
H2 0.1834 -0.0922 1.7831  0.44
H3 2.7734 1.3437 -0.5052  0.32
H4 2.0366 1.4735 1.1167  0.34
H5 3.0227 0.0489 0.6942  0.31
C3 -2.5735 -0.2197 -0.6564  -1.11
C4 -1.5286 0.6117 0.0449  0.33
O3 -1.7934 1.4138 0.9214  -0.56
H6 -0.1822 0.6460 -0.4064  0.50
H7 -2.2785 -1.2721 -0.6453  0.27
H8 -2.6397 0.0819 -1.7059  0.29
H9 -3.5473 -0.1046 -0.1746  0.35

**Orbital gap**: 0.2830 Eh
**2S+1**: 1
**Charge**: 0


We find one to be the most stable, with the next structure 1.259 eV higher.